52
Properties=species:S:1:pos:R:3 method="wB97M-V/def2-TZVPD" lumo_ev=-0.039 orbital_gap_ev=9.36 total_energy_ev=-29762.0776 homo_ev=-9.4 de_lowest_kcal_mol=103.1
H 0.0267 -1.8159 0.4150
H -0.6378 -0.9398 1.4118
H -0.2971 2.3339 0.1490
H 2.2269 -3.1330 -0.7830
O 1.3522 -3.1966 -1.2002
H -2.5966 -0.5739 -2.2122
H -0.3663 -0.0504 -4.3147
H -2.7317 -0.9716 1.5650
H -2.7237 -0.4814 -0.5106
H -1.7425 4.3300 -1.5900
H -3.7790 3.1541 -1.1453
H 0.3712 3.7154 3.9082
O -1.3547 -4.2254 0.6646
H 3.1997 -2.1564 2.0408
O -0.5051 -1.7458 1.0766
H 4.8011 0.4439 0.5091
C -1.9348 -0.4314 -1.2907
H 0.8005 0.2510 -1.6855
H -2.3843 1.7293 -2.7285
H -0.5739 3.5127 -0.9435
O 4.8488 0.4509 1.5078
O -1.6783 1.1644 3.1598
H -2.6443 -2.0386 2.4053
H -1.3026 1.1952 0.8110
O 3.0675 -2.0995 1.0718
H -0.9072 3.3082 -2.8629
H -3.9529 1.4670 -0.6968
H 1.2911 -1.2047 -1.8766
O 0.0249 -0.8790 -4.4371
H -1.2073 -1.1653 -1.1264
C -3.2258 2.3328 -0.8508
H 0.7974 -0.9374 -3.9289
C -1.9702 1.9925 -1.7397
C -1.2826 3.3492 -1.7551
H -2.0383 0.9985 3.9591
H 0.3388 0.6348 0.2130
O -2.8624 -1.1606 2.4609
H -0.8804 1.6423 3.1022
H 4.0913 1.0647 1.4902
O 0.4543 2.7582 3.6554
H -2.9695 2.4953 0.2081
H 4.2630 1.0791 -1.5631
H -0.9381 -3.5891 1.3296
H 0.6624 2.8903 2.7368
O 3.5496 1.1390 -0.8517
O 1.6043 -0.3085 -1.5925
H -1.1201 -5.1021 1.0027
H 3.0754 0.3072 -0.9061
C -0.5561 1.2449 0.0217
H 2.8692 -1.1324 1.1630
N -1.1431 0.8846 -1.3439
H 0.7892 -3.5572 -0.5734

65
Properties=species:S:1:pos:R:3 method="wB97M-V/def2-TZVPD" lumo_ev=2.355 orbital_gap_ev=7.30 total_energy_ev=-124076.1574 total_charge=-1 homo_ev=-4.9 de_lowest_kcal_mol=16.5
C -2.9635 -2.1409 1.7811
C 2.8882 -1.8128 1.7352
H -1.6806 5.7473 -0.4134
C 2.9654 -1.7271 4.1111
O 0.7394 -2.8762 -3.1646
C 3.3486 -2.3395 2.9273
H -0.7373 3.3221 2.9992
C 2.9203 -1.3048 -2.0284
O -1.9978 0.3224 0.2675
C 0.8888 1.1122 2.7413
C 2.4664 0.6417 -3.8554
H -3.8792 -2.6396 2.0858
O -1.6506 -3.6547 -2.2505
C 1.0508 1.8735 -2.1993
H -3.1707 -1.2952 1.1275
N 2.1168 -0.2993 -1.6936
C 3.3027 -0.4067 -4.1916
O -0.6303 -1.3240 -1.4937
C -0.7162 3.8786 -0.8304
H -2.4051 -1.7927 2.6476
N 0.4277 1.6965 -1.0401
Se -0.7791 -2.3933 -2.8049
H -3.1981 1.1706 -2.5384
N -3.7059 1.7520 -0.1627
O 1.0883 2.8684 -2.9235
H 3.2975 -2.1184 5.0648
H -3.3431 3.1331 1.3969
O -2.2141 -3.1296 1.0636
H 3.7479 -0.4597 -5.1769
H -1.6898 5.4033 2.0382
N -0.3448 -3.8016 0.1005
H -1.8825 0.0939 -2.2317
H 4.1808 -2.2410 -3.4762
C -3.8121 2.1627 1.2228
H -0.9457 -4.1178 -0.6716
H 3.0525 -2.0777 -1.2857
H 2.2391 1.4515 -4.5326
O -0.3836 -1.8716 1.3710
H 1.4905 -4.4738 -0.0097
C -0.1996 2.5064 1.1066
C 3.5512 -1.3915 -3.2548
C -1.2747 4.6466 1.3830
C -0.9326 -2.8531 0.8604
C 1.7366 -0.1495 2.8136
N 0.3607 1.2984 1.5404
H -4.8614 2.2014 1.5204
In 0.3917 -0.2193 -0.0340
N 2.0975 -0.7426 1.6732
C -1.2689 4.8393 0.0116
N 1.0139 -3.6075 -0.2342
C -0.7443 3.4825 1.9324
O 0.8314 1.8142 3.7550
N -2.5117 0.8166 -1.8977
H -3.2956 1.4264 1.8336
H 1.0817 -3.4679 -1.2515
C 2.1579 -0.6092 4.0536
H 3.1552 -2.2635 0.7919
C 1.8952 0.6690 -2.5954
H 1.8386 -0.0671 4.9316
O -1.5177 -1.5237 -3.9507
C -2.6927 0.9247 -0.5686
C -0.1696 2.7169 -0.2985
H -0.6775 4.0253 -1.8991
H -4.0356 2.4064 -0.8513
H 3.9890 -3.2108 2.9219

14
Properties=species:S:1:pos:R:3 method="wB97M-V/def2-TZVPD" lumo_ev=0.395 orbital_gap_ev=10.23 total_energy_ev=-8832.8801 homo_ev=-9.8 de_lowest_kcal_mol=76.6
N -0.4984 1.9553 1.3057
H -2.7633 -0.3323 0.0188
H -0.8147 0.3003 -1.5819
H 2.2073 0.3425 -1.3940
H 1.9736 -1.2513 -0.6455
H 2.7490 0.0647 0.2874
C 1.9889 -0.1738 -0.4545
C -0.6354 1.6042 0.1988
C -1.7337 -0.6841 0.1384
O 0.7102 0.2277 1.4846
C 0.7106 0.1232 0.2433
H -1.6705 -1.6797 -0.3248
C -0.6982 0.2909 -0.4808
H -1.5253 -0.7874 1.2045

8
Properties=species:S:1:pos:R:3 method="wB97M-V/def2-TZVPD" lumo_ev="-2.735 / -2.747" orbital_gap_ev="8.14 / 7.98" total_energy_ev=-95505.1569 homo_ev="-10.9 / -10.7" de_lowest_kcal_mol=69.1
F -0.7484 1.1235 -0.3301
C -0.1486 -1.0314 0.1327
Cl 0.7941 -1.8899 1.2267
C 0.2614 0.2857 -0.4390
F 0.5906 0.2768 -1.6768
F 1.3337 0.8779 0.1604
Br -1.6317 -1.6128 -0.8003
F -1.5198 -0.1881 1.7306

92
Properties=species:S:1:pos:R:3 method="wB97M-V/def2-TZVPD" lumo_ev=1.765 orbital_gap_ev=6.55 total_energy_ev=-81703.7217 total_charge=-1 homo_ev=-4.8
H -11.4713 -1.6053 -1.8019
H 1.3422 2.6731 -0.5045
H -6.3814 1.7585 -0.6682
H 2.6122 2.1591 3.5580
H 4.3561 -0.8677 -0.4276
C -2.7621 -2.5629 0.2553
H -10.7485 -1.3853 -4.7706
H 5.4570 1.8551 0.3886
H -4.2396 0.6616 2.4020
F 13.6056 0.9646 -1.0071
H -5.0766 2.4643 0.2280
C -6.1152 1.0133 1.3400
C -7.3589 -2.5045 -2.3064
C -5.1692 1.2220 2.5158
F -6.6841 -3.0123 -3.3436
H 5.5781 0.3338 1.2970
O 3.0339 3.9990 -2.4773
H -3.1298 3.3875 3.3601
C 2.8297 1.2651 2.9657
H 3.5006 -0.0495 4.5248
H -3.0056 2.2887 1.9655
H -3.6741 3.9034 1.7566
C 2.1898 2.0993 -0.8892
H -4.6648 0.7362 -1.7703
H -11.1764 -0.0969 -2.6660
O 3.5794 4.2189 -0.0890
H 10.1325 0.4930 1.7881
H -0.6394 -1.7036 1.2988
C -4.5876 -0.8959 -0.4019
H 4.4046 -0.2443 3.0386
H 4.3473 0.5224 -1.4737
H 4.6693 1.1833 4.1045
H 9.1865 -0.1138 -1.0581
H -3.5129 0.9784 -0.4748
H 2.4129 -1.0334 -1.6070
H -2.3905 -3.1060 1.1267
H 2.7195 -0.5188 1.2704
H -5.6006 -1.2240 -0.2092
O -9.5384 -3.4912 -1.9755
O 11.1858 -0.0776 -0.6835
H 1.5441 -2.1414 0.6768
C 3.9363 0.4968 3.6810
F 6.6518 0.4351 -0.4121
C 1.6854 -0.6429 -0.8888
F 13.6525 -1.0667 -1.7462
H -6.4522 -0.0245 1.3073
C 13.5085 -0.3160 -0.6473
H 9.7097 -1.3283 0.1026
C -1.5842 -2.0739 -0.5946
H -3.3892 -3.2434 -0.3288
H 8.4609 0.5538 1.2043
H -7.0039 1.6094 1.5693
H 2.6951 2.5835 1.5025
F -6.9888 -3.1486 -1.2099
C -10.6802 -1.8597 -3.7943
H -10.9899 -2.8987 -3.8995
F 14.5130 -0.5927 0.1752
S 3.3745 3.3540 -1.2244
H 0.8941 -2.6337 -0.8756
O -9.2817 -1.8060 -3.4517
H -1.1956 -2.8766 -1.2216
H -5.6642 0.8378 3.4134
C -3.6174 3.0557 2.4426
C 4.2613 0.2225 -0.4218
C -0.4697 -1.4218 0.2565
N 3.2028 1.7129 1.6220
O 12.0587 -1.2800 1.0165
C 9.8324 -0.2905 -0.2028
C -4.5152 0.6109 -0.6958
H -1.9884 -1.3151 -1.2729
H -0.5772 -0.3401 0.2017
C -8.8747 -2.6718 -2.5363
H -4.1776 -1.6369 1.6160
C 0.9615 -1.7929 -0.1783
F -7.0375 -1.2136 -2.1910
H -4.2682 -1.4021 -1.3168
C -3.6301 -1.3760 0.7082
P 2.5243 0.5935 0.3381
H 1.1752 0.8305 0.9060
H 0.9276 -0.1264 -1.4896
C -11.5246 -1.1239 -2.7774
C 5.4475 0.7714 0.3119
C -5.5605 1.5099 0.0059
H -12.5657 -1.1086 -3.0985
C 12.1534 -0.6189 0.0248
H 1.9047 0.6669 2.9562
C 9.5023 0.6690 0.9154
H 1.9072 1.7388 -1.8773
H -2.9362 -0.5674 0.9501
H 9.6623 1.6976 0.5910
H 4.5379 2.7010 -1.4501
O -4.9277 2.6008 2.7289

240
Properties=species:S:1:pos:R:3 method="wB97M-V/def2-TZVPD" lumo_ev=-0.581 orbital_gap_ev=7.36 total_energy_ev=-107249.8091 homo_ev=-7.9 de_lowest_kcal_mol=2.6
C 0.9794 4.2326 0.3223
C -5.0591 -3.8169 3.3946
H -1.7805 5.8719 -9.5601
C -3.7575 -6.7363 5.4620
H 2.2081 -0.1598 4.1957
H -7.7467 3.5148 1.8588
H -1.3240 -3.7783 0.1831
N -2.6685 0.0386 -5.6302
C 3.3122 -7.3603 1.4142
H -1.5508 2.1969 3.2476
C -1.1078 0.8652 -7.3756
C -4.6130 -4.6471 4.6152
H 5.3159 -3.6734 0.9796
H 6.9852 -2.7094 -2.2718
C -6.0008 1.6126 0.8384
H -5.8165 -0.6428 4.8743
C 6.3808 -5.3922 0.7053
H 2.5443 0.4393 6.6522
C -5.0854 2.4752 0.0107
C -0.6321 -4.5985 -0.0083
H -1.6573 -3.1276 -3.9486
H 0.2643 -0.2573 5.2746
H -2.0997 -3.9606 3.5291
H 2.5769 7.9769 -6.1323
H 3.7250 -2.5638 -1.6634
H 3.6602 5.3561 -2.1499
H 1.6406 -3.7536 3.9380
C 2.1365 3.6201 1.1774
H 0.6742 -0.6119 -5.0255
H 2.2700 -7.0496 1.4871
H 7.1737 1.9903 -2.8034
O 3.2070 -4.9807 -2.3651
C 6.0092 -0.2174 0.7449
H 3.5168 1.0271 4.2554
N 0.4286 6.4915 3.8214
H -2.1114 -0.2258 5.7096
H 3.3726 -3.1723 2.3180
H 7.4482 -0.3380 -2.3215
H -1.4845 -2.5165 -2.3752
H -0.2861 7.0534 -8.0912
C -0.1394 0.3170 6.1084
H 0.9954 1.7617 8.4667
H -5.4397 2.5505 -1.0174
C -6.2440 0.3862 2.9604
N 2.6636 -4.4940 -3.3554
C -0.9296 1.4221 -8.6546
H 2.3928 2.5946 0.9112
C 2.0698 7.1042 -6.5439
H 2.4513 5.5258 -3.4137
H -7.6841 4.2369 3.5189
C -0.8926 6.3332 -7.5420
H 5.5782 -1.2182 0.7717
H -5.9128 -0.5165 2.4469
H -5.6838 -4.3855 2.7057
C -2.7444 -0.5587 2.3115
H 5.3983 1.7821 -2.4739
N 4.3285 -5.0673 2.1801
H 7.8471 1.5109 -0.6043
H 1.0316 4.1641 -4.6814
H -0.9273 0.9487 -2.5666
H -0.6747 -7.7741 -2.6938
H -0.2210 0.0559 2.5816
C 5.0131 -4.7183 0.9128
C 6.3051 -2.0509 -1.7314
H 1.0958 6.4132 -4.8289
H -1.6282 4.3902 -6.0796
H 0.0078 1.7260 -9.0964
H 7.8539 -0.9725 -0.6924
H -5.8777 0.6007 0.4523
H 1.1984 3.6312 -2.3241
H -5.1913 3.5323 0.2547
C -1.3081 5.3459 -8.7304
H -3.5188 -8.6587 6.3575
H -0.0847 7.8776 -1.0895
H 2.7982 6.3014 -6.4303
C -0.4614 -0.0913 -0.7358
H -5.5725 -2.9315 3.7698
C 2.9882 -2.2478 -2.3870
H 1.5599 -1.6378 0.5865
H -4.6481 0.5588 4.4708
H 3.9563 0.4741 0.8082
N -5.7224 1.5738 2.2645
C 2.0595 4.0291 -1.7872
H 6.3565 3.2400 -2.0006
C -0.6402 5.5361 3.3614
H 3.6339 4.1445 -3.3793
H -4.0942 1.1281 -9.9168
H 1.8891 1.4921 3.8298
O 1.3643 6.0603 4.4434
H -2.7760 -8.4637 4.8409
H 5.5092 -1.9128 -2.4632
C -0.2790 -4.7754 -1.5005
H -0.2882 -7.5823 -4.4456
C 4.1261 -6.5407 2.4201
C -5.7152 0.3427 4.4199
C -2.6112 -4.3166 -2.3701
H -4.0222 2.2352 0.0100
H 6.8970 -0.2749 1.3748
H -2.0206 0.9233 6.9983
C -3.2888 1.0077 -9.2073
H 1.8920 3.6614 2.2388
N -0.0342 5.7259 -6.5847
C -3.0200 -5.9093 3.1634
C 1.2098 3.5893 7.5311
H 0.9032 4.0814 6.6081
N 1.5689 4.9861 -0.7719
N -1.4639 -5.2843 -2.2590
C 7.0504 -0.7538 -1.3958
H -1.5999 1.7795 -1.2089
C 3.0880 -4.2240 2.3486
C -1.9907 -0.9381 1.0464
H -7.3339 0.3995 2.9574
N 0.7032 1.4874 6.2457
H -0.3736 3.1916 -4.2161
H 2.6428 2.1437 6.1315
H 1.9402 -1.2556 2.3039
H -0.1660 6.9649 0.3567
H -0.4605 4.8104 -9.1580
C -0.5580 4.1520 3.5795
H -1.7837 1.7855 -10.5379
O 2.3182 -5.1318 -4.3359
H 6.8617 -5.0808 -0.2220
O -1.7174 -0.1714 -4.9342
C -2.6838 5.1806 2.0914
H -3.0016 0.5003 2.2898
H 0.5367 0.3332 -0.8435
H -0.3939 2.2874 7.7838
H 1.9143 7.3382 -7.5971
H -5.4005 3.6140 2.4143
H -3.0180 -4.0199 -1.4033
H -4.4822 0.3725 -7.6171
C -2.3784 0.4937 -7.0411
H 0.1753 7.6335 -5.5282
C 1.2564 -1.0699 -4.2395
C -2.5866 3.8269 2.3576
H -5.6492 2.9465 3.9815
H 2.5269 3.1340 -1.3768
C 4.8583 0.5588 1.4143
C 2.7779 -0.8695 -2.4300
C 2.9841 4.8000 -2.7994
C -1.4114 0.7814 -1.6044
H 1.9849 -5.4252 3.7057
H -0.5826 -5.0498 -4.1162
N -0.8554 -0.0616 0.6798
H -3.0979 -2.3870 -3.1626
H -2.7267 -0.9707 0.2431
C -3.4732 0.6136 -7.9174
H 0.9087 0.7028 1.4403
H 0.8749 4.1558 8.4001
H 5.0290 1.6147 1.6244
H 4.5703 0.1057 2.3629
H -3.4882 5.5378 1.4654
H -0.3039 0.7553 -6.6629
H 3.7091 -6.6539 3.4208
C -7.5305 3.3437 2.9134
H 3.4558 -8.4299 1.5671
H -2.7742 -6.3882 5.7782
C -1.6972 6.0382 2.5677
H 3.2915 -0.2402 -1.7183
H 0.6732 -6.9416 -3.0740
H -2.3886 0.3180 -1.7402
H 3.6655 -7.1470 0.4053
N 6.2168 0.2149 -0.6560
H 0.5916 -2.3791 1.8082
H -1.6427 -1.9698 1.0964
C 1.9471 -0.2551 -3.3512
C 1.4516 -2.4608 -4.2160
H -4.3922 -6.4411 6.2975
C 1.1514 -1.4713 1.5832
C -1.1497 -5.7893 -3.5508
C 6.7662 1.5609 -0.7356
H -1.6594 7.0722 2.2583
C -1.8290 -5.0163 3.5088
C -3.7038 -8.2407 5.3679
H -1.9302 4.5203 -8.3848
H 3.0351 4.2344 1.1200
C -1.5227 3.2677 3.1100
H -6.2061 1.0807 5.0543
H -2.0295 -5.9809 -4.1652
O -3.8041 -0.1202 -5.2506
H -3.5288 -5.6246 2.2425
H -4.2791 -3.3486 2.7944
C -0.7717 4.8878 -5.6247
H 0.3291 3.4393 -0.0465
C 2.1177 1.1982 5.9964
C -6.0103 2.8898 2.9546
H 0.2127 -3.9435 -2.0048
C 0.5007 5.8324 -1.3926
H 0.9568 -3.0715 -4.9568
H 1.4836 7.4723 -0.3813
C 2.3405 -3.0449 -3.3477
H -0.4558 5.3121 -1.4421
H -3.3071 3.0808 2.0564
H 1.7227 0.7987 -3.2761
H 2.3642 -4.3614 1.5453
H 5.1219 -6.9458 2.6001
H 0.3779 2.9753 -5.7555
H -8.2687 2.6367 3.2921
H -1.7736 6.8854 -7.2150
H -1.1716 -5.1950 2.6579
H 0.4685 -5.5680 -1.4636
N -4.0489 -5.9441 4.2322
C 6.3536 2.1550 -2.1045
C 0.4603 7.1239 -0.5211
C -2.2138 -3.0082 -3.0190
H -2.1290 -0.6699 3.2042
C 0.2590 -0.1526 1.6255
C 2.4591 -4.4442 3.7352
H 0.7072 6.1595 -2.4117
C 2.4682 0.8546 4.4979
C -2.0091 1.4951 -9.5223
H -2.6721 -6.9359 3.0485
C 0.0912 3.7411 -5.0348
H -7.0640 1.7723 0.6589
H 6.3506 -6.4778 0.7981
H 2.2971 3.6211 7.5999
H -1.3290 -5.1226 4.4714
C 0.6640 2.2133 7.5317
H 3.1092 -4.4254 4.6100
H 0.2171 3.7214 4.1961
H 0.4880 4.9262 1.0045
H -1.0610 -5.4959 0.4378
O 0.3543 7.6325 3.3982
H -1.1887 5.4703 -4.8032
H 4.3546 -4.8769 0.0588
H -1.7774 1.5233 5.3566
H -5.4872 -4.8956 5.2170
C -1.5953 0.6813 6.0243
H 7.0869 -5.1045 1.4842
H 6.3705 2.1849 0.0657
H 6.0244 -2.4606 -0.7611
H -0.0031 -0.4190 6.9008
H -4.0546 -4.1010 5.3755
H -0.4729 -1.1106 -1.1218
H -3.6656 -1.1402 2.3492
C 0.7519 6.7514 -5.8064
H -3.4391 -4.8370 -2.8517
H 0.2949 -4.4889 0.5546
H -4.4618 -8.8382 4.8614
C -0.3300 -7.0934 -3.4723